#i
Computed, not measured: an isolated molecule of C3H4F2O, with ωB97M-V with the def2-TZVPD basis set.

```
10
Properties=species:S:1:pos:R:3:mulliken_charge:R:1
C -1.02248 0.55313 0.14017 -1.259
C 0.02932 -0.52176 0.18267 1.088
C 1.34939 -0.10010 -0.41270 -0.186
H -0.56018 1.42155 0.58205 0.356
H -1.38506 0.77907 -0.89480 0.331
H -1.87597 0.30943 0.79847 0.330
H 1.25728 0.43701 -1.34937 0.332
O 2.35108 -0.29263 0.20249 -0.420
F -0.38101 -1.61977 -0.63214 -0.311
F 0.23763 -0.96592 1.38315 -0.261
```

As for the orbital gap: 11.2 eV. The SMILES is CC(F)(F)C=O. As for the HOMO energy: -10.6 eV.


#ii
Computed, not measured: an isolated molecule of C3H4F2O, with ωB97M-V with the def2-TZVPD basis set.

```
10
Properties=species:S:1:pos:R:3:mulliken_charge:R:1
C -0.12793 -0.82533 0.49591 -0.822
C -0.94424 -0.03926 -0.49316 -0.033
C 0.36151 0.50483 0.11253 0.677
O 1.39175 0.78801 -0.75585 -0.515
F -2.09333 0.37189 -0.03233 -0.267
F 0.36471 1.48649 1.08073 -0.309
H -0.65634 -0.81194 1.38529 0.298
H 0.36620 -1.74714 0.20984 0.281
H -0.80979 -0.06196 -1.60365 0.349
H 2.14745 0.33441 -0.39930 0.342
```

As for the orbital gap: 10.9 eV. The SMILES is O[C@]1(F)C[C@H]1F. As for the HOMO energy: -10.1 eV.


How do the energies compare? Relative to the most stable structure, in hartree: #i 0.0000; #ii 0.0431.


#i
Computed, not measured: an isolated molecule of C2H4NP, with ωB97M-V with the def2-TZVPD basis set.

```
8
Properties=species:S:1:pos:R:3:mulliken_charge:R:1
C -0.80268 1.28686 0.70919 -0.437
C 0.97619 -0.58335 0.05644 -0.099
N 2.11733 -1.56514 0.21143 -0.485
P 0.66754 0.72634 1.28376 0.015
H -1.20497 2.04497 1.28220 0.302
H -1.18316 0.71423 -0.19045 0.172
H 0.46051 -0.37348 -0.80302 0.286
H 2.19727 -1.96664 -0.71406 0.247
```

As for the orbital gap (spin up / spin down): 8.7 / 8.7 eV. The SMILES is [H]/N=C/P=C. As for the HOMO energy (spin up / spin down): -9.6 / -9.6 eV.


#ii
Computed, not measured: a structure of composition C2H4NP, with ωB97M-V with the def2-TZVPD basis set.

```
8
Properties=species:S:1:pos:R:3:mulliken_charge:R:1
C 1.36311 0.56613 -0.48806 0.022
C 0.37015 1.35747 -0.42868 -0.104
N 0.38910 0.36661 0.55226 -0.468
P -0.89285 -1.53739 0.12641 -0.114
H 2.13322 0.08227 -1.11620 0.274
H -0.14592 2.28041 -0.67062 0.305
H -2.34607 -1.22393 0.57505 0.038
H -0.87075 -1.89156 1.44985 0.047
```

As for the orbital gap (spin up / spin down): 7.7 / 7.7 eV. As for the HOMO energy (spin up / spin down): -7.4 / -7.3 eV.


How do the energies compare? Relative to the most stable structure, in hartree: #i 0.0000; #ii 0.0867.


#i
Computed, not measured: a structure of composition C3H3Br2N, with ωB97M-V with the def2-TZVPD basis set.

```
9
Properties=species:S:1:pos:R:3:mulliken_charge:R:1
C -0.68096 0.62657 1.65177 0.161
C 0.09760 -0.01581 -1.03922 -0.550
C 0.36774 -0.36881 0.33211 -0.237
N -1.29711 1.26317 2.36875 -0.335
Br -1.65070 -0.57226 -1.70162 -0.084
Br 2.18021 -0.15483 0.95777 -0.031
H -0.03509 1.11004 -1.33092 0.323
H 0.78356 -0.54400 -1.82366 0.360
H 0.23475 -1.34407 0.58503 0.393
```

As for the orbital gap: 10.8 eV. As for the HOMO energy: -10.9 eV.


#ii
Computed, not measured: a cluster of 2 separate species, C3H3Br2N in total, with ωB97M-V with the def2-TZVPD basis set.

```
9
Properties=species:S:1:pos:R:3:mulliken_charge:R:1
C -1.04482 -0.54562 -1.80807 0.034
C 0.69911 0.54738 0.57597 -0.730
C -0.27633 -0.50374 0.56541 -0.114
N -1.29873 -0.28222 -2.91516 -0.377
Br 1.96310 0.68966 -1.04556 -0.075
Br -1.71557 -0.25243 1.66502 0.063
H 0.26890 1.45650 0.73809 0.460
H 1.38812 0.33619 1.34488 0.421
H 0.01622 -1.44571 0.87941 0.316
```

As for the orbital gap (spin up / spin down): 8.0 / 8.0 eV. As for the HOMO energy (spin up / spin down): -10.6 / -10.6 eV.


How do the energies compare? Relative to the most stable structure, in hartree: #i 0.0000; #ii 0.0735.